Entry 1:
The following is a DFT calculation (wB97M-V/def2-TZVPD) of a structure of composition C43H30BrN9O5S2W in a non-equilibrium geometry.

The HOMO energy (spin up / spin down) comes out at -12.4247 / -12.4246 eV. For the total energy, the calculation gives -5962.716592 Eh. As for the energy relative to the best compared isomer or geometry (same formula, charge and spin): 95.51 kJ/mol. The HOMO-LUMO gap (spin up / spin down) is 4.962 / 4.961 eV. As for the net charge: +2.

```
91
Properties=species:S:1:pos:R:3:forces:R:3:lowdin_charge:R:1
W -0.4125 0.7219 0.4912 1.00 -0.58 -1.37 2.04
O -1.0560 -3.2060 1.8966 -0.05 0.00 -0.21 0.12
C -0.8488 -2.0253 1.7862 0.36 0.04 0.65 -0.46
N -1.1494 -1.2138 0.7134 0.23 0.84 -0.89 -0.08
C -2.1340 -1.5891 -0.2275 0.10 0.45 0.08 -0.21
C -2.9573 -2.7071 -0.1470 -0.22 -0.20 0.04 0.01
C -3.9035 -2.9231 -1.1334 0.16 -0.04 0.18 -0.04
C -4.0339 -2.0409 -2.2003 0.08 0.19 -0.09 -0.04
C -3.2194 -0.9287 -2.2977 -0.18 -0.07 -0.24 0.01
C -2.2649 -0.6980 -1.3112 0.29 0.02 0.29 -0.19
N -1.2865 0.3164 -1.3227 -0.39 -0.28 1.51 -0.03
C -1.2151 1.2427 -2.3564 0.60 0.49 -0.35 -0.42
O -2.1104 1.6016 -3.0708 -0.10 -0.15 0.06 0.14
C 0.1851 1.7411 -2.5116 0.18 -0.07 -0.25 -0.21
C 0.5832 2.4072 -3.6536 -0.10 0.01 0.00 0.04
C 1.9332 2.6863 -3.8129 0.06 -0.04 0.06 0.00
C 2.8188 2.2755 -2.8291 -0.08 0.03 -0.09 0.00
C 2.3238 1.6421 -1.6993 0.17 -0.02 0.46 -0.08
N 1.0284 1.3869 -1.5371 -0.98 0.07 0.35 0.06
C -0.2442 -1.2525 2.9228 -0.06 -0.06 0.16 -0.18
C 0.1191 -1.8969 4.0890 -0.04 -0.04 -0.08 0.05
C 0.6020 -1.1385 5.1438 0.01 0.06 -0.05 0.01
C 0.6844 0.2379 4.9907 -0.05 -0.11 0.07 0.00
C 0.3086 0.8032 3.7870 -0.04 0.38 -0.15 -0.07
N -0.1430 0.0704 2.7674 0.03 -0.32 -0.80 0.03
H -2.8569 -3.3985 0.6725 -0.02 -0.01 -0.02 0.11
H -4.5399 -3.7948 -1.0692 -0.02 0.01 0.01 0.12
H -4.7778 -2.2194 -2.9643 0.00 0.00 0.00 0.12
H -3.3244 -0.2453 -3.1238 -0.02 -0.02 0.01 0.11
H -0.1549 2.6748 -4.3980 -0.03 -0.01 0.01 0.13
H 2.2885 3.1934 -4.6998 0.00 0.01 0.01 0.13
H 3.8828 2.4363 -2.9281 0.00 0.00 0.03 0.13
H 2.9862 1.3257 -0.9029 0.00 0.04 -0.05 0.12
H 0.0070 -2.9708 4.1384 0.00 0.00 0.03 0.14
H 0.9031 -1.6110 6.0689 -0.01 0.01 0.01 0.13
H 1.0331 0.8711 5.7938 0.00 0.03 -0.03 0.13
H 0.3627 1.8730 3.6283 0.04 -0.02 -0.01 0.13
Br -2.9048 4.2078 -6.2905 -0.05 0.04 0.05 0.78
C -3.7440 4.8106 -4.7080 0.02 -0.04 0.02 -0.67
C -4.2492 3.8719 -3.8158 -0.01 0.02 -0.08 -0.12
C -4.7841 4.2988 -2.6180 -0.12 0.19 0.22 -0.01
C -4.8240 5.6652 -2.3126 0.62 -0.32 -0.49 -0.26
C -4.4129 6.5961 -3.2668 0.01 -0.07 0.26 -0.01
C -3.8459 6.1703 -4.4547 0.06 -0.04 -0.13 -0.10
N -5.2535 6.2133 -1.0847 -0.56 -0.13 0.13 0.11
N -5.1578 5.6076 -0.0113 -0.26 1.11 0.43 0.10
C -4.3989 4.4873 0.2718 0.42 -1.06 -0.04 -0.22
C -4.9820 3.4114 0.9243 -0.04 0.52 -0.33 0.01
C -4.2515 2.2681 1.2574 0.41 -0.42 0.10 0.05
C -2.9241 2.1989 0.9169 -0.21 0.44 -0.26 -0.26
O -2.0945 1.1586 1.1557 -0.56 -0.38 0.53 -0.22
C -2.2923 3.2838 0.2940 0.00 0.15 0.02 -0.15
N -0.9756 3.1125 0.0145 -0.11 -0.86 0.06 0.06
C -0.2882 4.1506 -0.4232 0.34 -0.31 -0.04 -0.09
C -0.8647 5.4069 -0.6146 -0.25 0.13 0.06 0.00
C -2.2140 5.5721 -0.3945 0.21 0.11 -0.15 0.05
C -2.9813 4.4824 0.0420 -0.23 -0.17 -0.01 -0.07
H -4.2126 2.8177 -4.0497 0.01 0.04 -0.03 0.10
H -5.1958 3.5724 -1.9309 0.03 -0.02 0.00 0.12
H -4.5076 7.6504 -3.0420 -0.02 0.01 -0.01 0.12
H -3.4862 6.8876 -5.1791 -0.01 0.00 0.00 0.11
H -6.0402 3.4587 1.1423 0.00 -0.01 0.03 0.13
H -4.7253 1.4370 1.7635 -0.01 0.01 -0.01 0.14
H 0.7670 3.9875 -0.6155 -0.01 0.00 0.01 0.12
H -0.2475 6.2367 -0.9260 0.02 -0.03 -0.03 0.12
H -2.6701 6.5444 -0.5309 -0.04 -0.02 -0.04 0.13
O 4.9537 0.8719 2.2518 0.14 -0.11 0.04 0.09
C 4.4273 2.0772 2.4829 -0.19 0.11 -0.06 -0.25
C 5.2524 3.0454 3.0575 0.09 -0.04 0.01 0.01
C 4.7763 4.3110 3.3154 -0.02 -0.08 -0.06 -0.04
C 3.4540 4.6549 3.0134 -0.01 0.06 0.05 -0.07
C 2.6308 3.7154 2.4472 -0.04 -0.05 -0.03 -0.03
C 3.0951 2.4159 2.1656 -0.06 0.23 0.10 -0.09
C 2.1984 1.4691 1.5448 0.12 -0.77 -0.19 -0.41
O 0.9702 1.8746 1.2062 0.07 0.49 0.17 -0.27
N 2.5442 0.2522 1.2753 0.06 0.02 0.16 0.02
N 1.5722 -0.4438 0.5548 -0.59 0.50 0.54 -0.19
C 1.9116 -1.6917 0.3391 -0.07 0.17 -0.33 -0.89
S 1.0266 -2.6721 -0.7731 0.10 -0.22 0.05 1.03
C 2.3122 -3.9726 -0.8531 -0.15 0.18 -0.05 -0.45
C 2.9346 -4.0706 0.5176 0.02 0.14 0.12 -0.46
S 3.3179 -2.3752 1.0740 -0.04 -0.12 -0.13 1.03
H 4.2813 0.2853 1.8606 -0.02 0.03 0.00 0.05
H 6.2716 2.7658 3.2882 0.00 0.02 0.00 0.13
H 5.4389 5.0466 3.7513 -0.01 0.00 0.03 0.12
H 3.0866 5.6476 3.2317 0.00 0.00 -0.02 0.11
H 1.6037 3.9581 2.2040 0.02 0.03 0.02 0.11
H 3.0346 -3.6741 -1.6108 0.03 -0.06 -0.01 0.09
H 1.8260 -4.9002 -1.1491 -0.02 0.01 0.00 0.10
H 3.8653 -4.6352 0.5038 0.01 0.02 -0.01 0.10
H 2.2519 -4.5085 1.2446 0.00 -0.06 -0.03 0.09
```
Forces are in eV/Å.



Entry 2:
The following is a DFT calculation (wB97M-V/def2-TZVPD) of a cluster of 2 separate species, C3H9O2PS in total in a non-equilibrium geometry.

The HOMO energy (spin up / spin down) comes out at -6.9855 / -7.3228 eV. For the total energy, the calculation gives -1009.620426 Eh. As for the energy relative to the best compared isomer or geometry (same formula, charge and spin): 362.61 kJ/mol. The HOMO-LUMO gap (spin up / spin down) is 5.752 / 6.389 eV. As for the net charge: 0.

```
16
Properties=species:S:1:pos:R:3:forces:R:3:nbo_charge:R:1
C -3.0627 -0.7923 -0.7009 0.23 0.08 -2.53 -0.74
C 0.6061 2.5795 -0.5927 0.58 1.87 -1.75 -0.25
C 2.1476 -1.9107 1.0510 -0.64 -3.16 0.88 -0.29
O 1.3049 1.4794 -0.1108 0.97 -0.13 -0.31 -0.81
O 1.9113 -0.6644 0.4403 0.54 0.12 0.61 -0.79
P 1.1259 0.5576 1.1139 -1.44 -1.48 -0.66 1.55
S -1.8163 0.2412 0.2295 -0.17 0.33 0.21 -0.50
H -3.3515 -0.3289 -1.7874 0.67 -0.63 2.73 0.20
H -4.0173 -0.9717 -0.1416 1.11 0.17 -0.32 0.21
H -0.1169 2.2826 -1.3300 0.01 -0.55 -0.59 0.22
H 1.3452 3.3166 -1.0632 -0.98 -1.10 0.84 0.19
H -0.0115 3.0456 0.1230 -0.32 0.71 1.32 0.19
H 2.8324 -2.5907 0.4571 -0.82 1.36 0.31 0.21
H 1.2039 -2.4814 1.2295 0.16 0.48 -1.07 0.20
H 2.4704 -2.0168 2.1007 0.72 1.43 -0.26 0.19
H -2.5715 -1.7457 -1.0184 -0.62 0.50 0.60 0.21
```
Forces are in eV/Å.



Entry 3:
The following is a DFT calculation (wB97M-V/def2-TZVPD) of a structure of composition C22H37CsN5O3STe.

The HOMO energy (spin up / spin down) comes out at -3.2587 / -3.6719 eV. For the total energy, the calculation gives -2046.348178 Eh. As for the energy relative to the best compared isomer or geometry (same formula, charge and spin): 107.66 kJ/mol. The HOMO-LUMO gap (spin up / spin down) is 5.341 / 5.753 eV. As for the net charge: -1.

```
70
Properties=species:S:1:pos:R:3:forces:R:3:nbo_charge:R:1
Cs 0.3138 -1.3287 0.6790 0.48 -0.22 0.27 0.93
N 3.4234 -2.3972 0.9297 0.17 0.09 -0.05 -0.89
C 4.3892 -2.8326 -0.0798 0.02 0.00 0.01 -0.22
C 4.1006 -2.2118 -1.4376 -0.01 -0.01 0.00 -0.23
N 2.8189 -2.5713 -2.0295 0.00 -0.05 0.02 -0.46
C 2.6598 -4.0138 -2.1968 0.00 0.02 0.03 -0.24
C 1.8296 -4.6241 -1.0689 0.05 0.04 -0.01 -0.23
N 0.4191 -4.2384 -1.1183 -0.06 0.06 -0.10 -0.85
C 2.5832 -1.8667 -3.2852 -0.01 0.00 0.01 -0.22
C 2.7797 -0.3576 -3.2182 0.06 -0.02 0.07 -0.22
N 2.1035 0.2059 -2.0599 -0.15 0.01 -0.07 -0.87
H 3.4544 -1.3712 0.9569 -0.07 -0.03 0.07 0.40
H 3.7700 -2.6563 1.8486 -0.08 -0.07 0.00 0.36
H 4.3846 -3.9253 -0.1471 -0.01 -0.01 0.02 0.17
H 5.4178 -2.5414 0.1728 0.00 0.00 0.00 0.18
H 4.9302 -2.4896 -2.1175 0.01 0.01 -0.01 0.15
H 4.1175 -1.1289 -1.3075 0.00 -0.01 0.00 0.23
H 3.6410 -4.5110 -2.2775 -0.01 0.01 0.02 0.17
H 2.1397 -4.2014 -3.1418 0.00 -0.01 0.00 0.19
H 2.2369 -4.2872 -0.1165 -0.01 -0.02 0.03 0.21
H 1.8994 -5.7158 -1.0935 -0.02 0.00 -0.03 0.17
H -0.0330 -4.7116 -1.8942 -0.03 -0.02 0.04 0.34
H 0.3594 -3.2511 -1.3622 -0.04 0.01 -0.10 0.38
H 1.5482 -2.0677 -3.5747 0.00 0.01 -0.01 0.21
H 3.2381 -2.2549 -4.0893 0.00 0.00 0.00 0.15
H 2.4235 0.0393 -4.1804 0.00 0.01 0.00 0.17
H 3.8460 -0.1168 -3.1616 -0.01 -0.01 0.00 0.18
H 1.1361 -0.1244 -2.0506 -0.02 0.04 -0.08 0.40
H 2.0885 1.2172 -2.1108 0.06 -0.01 0.05 0.36
Te 3.6079 1.2582 1.7219 -0.06 0.05 -0.07 -0.92
C -2.1117 5.6110 0.3936 0.00 0.00 0.02 -0.25
O -1.5121 4.8320 1.4249 -0.01 -0.01 -0.01 -0.55
C -2.2981 3.7600 1.8063 0.01 0.02 0.01 0.30
C -3.0476 3.8334 2.9615 0.00 -0.01 0.01 -0.26
C -3.8002 2.7394 3.3787 0.01 0.01 -0.01 -0.27
C -3.7888 1.5856 2.6100 0.00 0.00 -0.01 -0.21
C -3.0288 1.5026 1.4503 -0.01 -0.01 0.01 -0.27
C -2.2538 2.5865 1.0351 -0.01 0.02 -0.02 0.12
N -1.4269 2.5662 -0.0794 0.00 -0.06 0.03 -0.62
C -1.1307 1.3905 -0.8025 -0.01 0.18 0.03 -0.07
C -2.0741 0.7067 -1.5724 -0.01 -0.10 0.03 -0.14
C -3.3892 1.1988 -1.7819 0.07 0.01 0.01 -0.23
C -4.3048 0.5109 -2.5435 -0.03 -0.01 -0.02 -0.29
C -3.9404 -0.7125 -3.1251 -0.02 0.00 -0.01 -0.21
C -2.6759 -1.2348 -2.9408 0.02 0.02 0.01 -0.33
C -1.6944 -0.5744 -2.1619 -0.05 0.03 0.03 0.39
O -0.5363 -1.0767 -1.9449 -0.08 -0.02 -0.37 -0.84
H -2.9992 6.1262 0.7719 0.00 0.00 0.00 0.17
H -2.3916 4.9854 -0.4573 0.00 0.01 -0.01 0.19
H -1.3705 6.3435 0.0800 0.00 0.01 0.00 0.19
H -3.0212 4.7539 3.5321 0.00 0.00 0.00 0.21
H -4.3880 2.7949 4.2855 0.00 0.00 0.00 0.21
H -4.3740 0.7264 2.9137 0.00 0.00 0.00 0.21
H -3.0230 0.5945 0.8640 0.01 0.00 0.00 0.24
H -0.6590 3.2157 0.0123 0.00 -0.01 -0.01 0.40
H -0.0872 1.1114 -0.8091 -0.01 0.01 -0.12 0.19
H -3.6541 2.1531 -1.3407 -0.02 0.00 -0.01 0.20
H -5.2981 0.9133 -2.6999 0.00 0.01 0.01 0.20
H -4.6618 -1.2563 -3.7252 0.00 0.00 0.00 0.19
H -2.3946 -2.1844 -3.3821 0.00 0.00 0.00 0.20
C -0.3438 0.4090 5.6626 0.00 0.05 -0.01 -0.83
S 0.8486 0.4154 4.3118 -0.03 0.06 -0.06 1.29
C 0.1967 1.8662 3.4896 0.04 0.05 0.01 -0.85
O 0.4445 -0.7448 3.4551 -0.09 -0.03 0.32 -1.04
H -1.3450 0.3751 5.2324 -0.01 0.00 0.03 0.23
H -0.2112 1.3060 6.2683 -0.01 -0.01 0.01 0.22
H -0.1576 -0.4789 6.2633 0.01 -0.01 0.00 0.23
H 0.3486 2.7522 4.1073 0.00 -0.04 0.05 0.23
H -0.8624 1.7025 3.2866 0.00 0.00 -0.02 0.23
H 0.7909 1.9705 2.5803 -0.04 0.00 -0.02 0.28
```
Forces are in eV/Å.